Molecular formula: C28H50AlBr2CaCl2ILiN4O11P
Method: DFT, ωB97M-V/def2-TZVPD

Summary:
Kohn-Sham gap, eV: 1.82
HOMO energy, eV: -5.33
Relative energy (zero: lowest compared OMol25 entry of this formula, charge and spin), eV: 0.0000
E_tot, hartree: -9778.37683

Geometry as XYZ:
```
102
C28H50AlBr2CaCl2ILiN4O11P | the Open Molecules 2025 dataset | ωB97M-V/def2-TZVPD
C 3.21 2.19 2.59
C 3.71 3.29 1.62
I 2.61 3.18 -0.31
C 3.73 4.69 2.20
Al 2.01 5.74 1.95
C 0.38 4.92 2.87
C -0.84 4.95 1.93
O -0.42 4.64 0.59
C -1.90 3.88 2.27
N -2.60 4.14 3.55
N 2.23 7.54 2.64
C 1.43 8.19 2.06
O 0.75 8.79 1.36
H 2.79 1.40 1.98
H 2.50 2.58 3.32
H 4.08 1.78 3.10
H 4.74 3.03 1.39
H 4.09 4.68 3.24
H 4.51 5.24 1.65
H 1.84 5.93 0.36
H 0.54 3.91 3.26
H 0.15 5.57 3.72
H -1.32 5.94 1.94
H -0.78 5.28 -0.01
H -1.49 2.87 2.20
H -2.68 3.95 1.48
H -3.22 3.34 3.65
H -3.17 4.95 3.37
C 2.06 -2.30 -0.06
C 2.68 -1.24 0.46
C 3.52 -1.34 1.68
O 4.09 -0.37 2.14
C 3.64 -2.70 2.29
C 3.02 -3.76 1.75
C 2.19 -3.65 0.55
O 1.62 -4.61 0.08
H 1.45 -2.23 -0.94
H 2.60 -0.25 0.02
H 4.26 -2.76 3.18
H 3.09 -4.75 2.17
O 0.59 0.36 -2.82
P 0.06 -0.82 -3.63
O 1.45 -1.36 -4.31
C 2.39 -1.99 -3.42
C 1.98 -3.37 -2.98
O -0.56 0.08 -4.88
C -0.84 1.42 -4.59
C 0.32 2.20 -5.12
O -0.81 -2.15 -4.12
C -1.80 -2.17 -5.16
C -1.14 -2.38 -6.54
H 2.54 -1.33 -2.56
H 3.34 -2.04 -3.96
H 1.07 -3.33 -2.37
H 2.77 -3.83 -2.39
H 1.75 -4.00 -3.84
H -0.98 1.58 -3.52
H -1.77 1.72 -5.08
H 1.20 1.76 -4.65
H 0.23 3.27 -4.90
H 0.44 2.09 -6.20
H -2.44 -1.30 -5.14
H -2.45 -3.03 -4.95
H -0.47 -1.57 -6.77
H -1.91 -2.44 -7.31
H -0.56 -3.28 -6.54
C -4.92 -2.23 3.23
C -3.66 -2.86 3.78
N -2.65 -3.11 2.75
C -1.31 -2.84 2.87
C -0.72 -3.24 1.71
N -1.72 -3.75 0.92
C -2.88 -3.67 1.56
C -1.55 -4.30 -0.44
H -5.41 -2.88 2.50
H -5.63 -2.04 4.03
H -4.69 -1.29 2.73
H -3.88 -3.81 4.27
H -3.22 -2.20 4.53
H -0.94 -2.40 3.77
H 0.30 -3.23 1.35
H -3.82 -4.00 1.18
H -2.14 -3.70 -1.14
H -1.90 -5.33 -0.45
H -0.50 -4.27 -0.72
Ca 3.39 2.41 -2.75
Br -5.04 1.50 3.33
C -5.94 2.88 2.30
C -7.32 2.44 1.88
Br -7.25 1.18 0.40
H -5.30 3.11 1.46
H -6.00 3.74 2.96
H -7.90 3.29 1.52
H -7.87 1.95 2.68
C 5.52 -4.27 -1.41
O 5.06 -5.41 -1.64
O 6.81 -4.31 -0.83
O 5.04 -3.15 -1.62
H 6.87 -5.28 -0.81
Cl 0.24 -3.19 -8.58
Li 3.65 -4.92 3.64
Cl 1.77 -1.48 3.49
```



Molecular formula: C11H15N
Method: DFT, ωB97M-V/def2-TZVPD

Summary:
2S+1: 2
Kohn-Sham gap (spin up / spin down), eV: 9.42 / 6.29
HOMO energy (spin up / spin down), eV: -13.17 / -13.43
Relative energy (zero: lowest compared OMol25 entry of this formula, charge and spin), eV: 0.5769
E_tot, hartree: -482.61525
Net charge: +1
<S²>: 0.77

Geometry as XYZ:
```
27
C11H15N | the Open Molecules 2025 dataset | ωB97M-V/def2-TZVPD
C -0.76 -2.53 -1.77
C 0.82 0.74 -1.07
C -0.34 -0.01 -1.21
C 0.10 -1.32 -1.64
C 1.50 -1.30 -1.56
C -0.40 2.59 -0.14
C 0.82 2.02 -0.54
C -1.58 1.88 -0.36
C -1.55 0.59 -0.90
N 1.93 -0.04 -1.32
H -0.56 3.65 -0.03
H 1.72 2.62 -0.50
H -2.50 2.37 -0.08
H -2.49 0.14 -1.09
H 2.83 0.41 -1.35
H 2.24 -1.97 -1.91
H -1.48 -2.38 -2.57
H -1.15 -2.67 -0.76
H -0.21 -3.40 -2.11
C 0.24 -0.79 2.21
C 0.03 0.45 3.06
H -0.68 -1.27 1.85
H 0.78 -0.64 1.27
H 0.81 -1.55 2.73
H -0.69 1.11 2.57
H -0.38 0.26 4.05
H 0.96 1.00 3.14
```